{"formula": "C22H18Cl2N4O3PdS", "method": "ωB97M-V/def2-TZVPD", "total_charge": 0, "e_lumo_ev": -0.9, "total_energy_ev": -74569.9497, "homo_lumo_gap_ev": 6.14, "symbols": ["H", "S", "Cl", "H", "C", "C", "H", "Cl", "N", "C", "H", "C", "N", "C", "C", "H", "O", "H", "C", "H", "O", "C", "H", "H", "C", "O", "H", "H", "N", "H", "H", "H", "C", "C", "C", "H", "N", "C", "C", "H", "C", "C", "C", "H", "C", "C", "H", "C", "C", "Pd", "C"], "positions_angstrom": [[4.111, 1.887, -0.043], [-0.685, -1.786, -0.117], [3.082, 4.989, -3.627], [1.493, -3.019, 4.428], [-0.288, -1.954, 3.804], [1.326, 3.504, -2.251], [1.613, -1.275, -0.547], [5.300, 3.657, -1.913], [-0.291, 2.141, -1.001], [3.659, 3.232, -1.641], [-3.286, -0.228, 1.476], [1.918, -1.424, 3.062], [1.538, 1.160, 0.534], [-4.996, 1.519, -0.857], [1.080, -2.988, -1.758], [0.338, -3.230, -2.520], [-1.849, -1.613, -0.995], [2.990, -1.557, 3.028], [-2.633, 1.937, -0.899], [-1.821, -0.710, 2.987], [3.482, 0.523, 1.633], [-3.913, 2.164, -1.409], [-0.430, -3.839, 1.129], [-4.006, 2.854, -2.233], [0.799, -1.609, -1.194], [-1.582, 3.545, -2.316], [0.552, -0.851, -1.940], [-5.994, 1.688, -1.231], [-2.430, 1.092, 0.155], [1.748, -3.760, 0.134], [-1.235, -4.107, -0.433], [-5.589, 0.106, 0.662], [3.341, 2.326, -0.658], [-1.472, 2.642, -1.496], [2.649, 3.835, -2.430], [0.984, -4.982, -0.891], [0.017, -0.156, 2.253], [1.377, -0.392, 2.286], [0.937, -3.940, -0.574], [0.554, 3.970, -2.843], [1.096, -2.218, 3.822], [-3.482, 0.457, 0.660], [-4.773, 0.637, 0.201], [-0.968, -2.531, 4.408], [-0.761, -0.935, 3.011], [-0.401, -3.620, 0.065], [2.073, -3.044, -2.206], [2.263, 0.467, 1.489], [0.966, 2.565, -1.272], [-0.396, 0.890, 0.496], [1.997, 1.982, -0.431]], "atomic_forces_ev_per_a": [[0.0, 0.0, 0.0], [1.1, -1.2, -0.3], [-0.1, 0.2, -0.3], [0.0, 0.0, 0.0], [1.0, -0.3, 0.2], [-0.5, -0.4, 0.4], [0.1, 0.1, -0.1], [0.4, 0.0, 0.1], [-2.7, -0.5, 0.0], [-0.9, 0.7, -0.9], [0.0, 0.0, -0.1], [0.1, 0.6, -0.5], [-0.2, -2.3, 2.5], [0.1, -0.5, 0.6], [0.1, -0.1, 0.0], [0.0, 0.0, -0.1], [-1.3, 0.0, -0.7], [0.1, 0.0, 0.0], [-1.3, -0.5, 0.7], [0.0, 0.0, -0.1], [-0.6, -0.5, 0.4], [0.8, 0.1, 0.0], [-0.1, -0.1, 0.1], [0.0, 0.1, 0.0], [-0.2, -0.3, 0.3], [-0.4, -0.4, 0.2], [0.0, 0.1, 0.2], [-0.1, 0.0, 0.0], [-0.2, 0.5, -1.1], [0.0, 0.0, 0.0], [-0.2, 0.1, -0.1], [0.0, -0.1, 0.1], [-0.6, -0.4, 0.4], [2.1, 0.2, -0.1], [1.1, -0.6, 0.7], [0.0, 0.0, 0.1], [1.8, -1.0, 0.4], [-1.7, -0.8, 1.3], [0.1, -0.1, -0.3], [0.0, 0.0, 0.0], [-1.2, 0.1, 0.0], [0.0, -0.1, 0.2], [-0.1, 0.4, -0.4], [-0.1, 0.0, 0.0], [-0.1, 0.5, -0.1], [0.2, 0.5, 0.2], [0.0, 0.0, -0.1], [0.3, 1.9, -2.3], [2.8, 0.4, 0.1], [-0.1, 1.6, 0.5], [0.4, 2.1, -2.4]], "nbo_charge": [0.263, 1.214, 0.022, 0.230, -0.251, -0.255, 0.224, 0.021, -0.588, -0.086, 0.194, -0.217, -0.609, -0.141, -0.414, 0.215, -1.000, 0.257, 0.138, 0.204, -0.613, -0.200, 0.222, 0.255, -0.599, -0.609, 0.261, 0.227, -0.441, 0.202, 0.242, 0.228, -0.267, 0.613, -0.063, 0.224, -0.448, 0.141, -0.411, 0.266, -0.143, 0.088, -0.241, 0.232, 0.057, -0.598, 0.225, 0.587, 0.116, 0.833, 0.197]}